Formula: C43H90N6O12P
Source: the OMol25 dataset
Level of theory: ωB97M-V with the def2-TZVPD basis set

Last column: Löwdin charge in e.
Cartesian coordinates (Å):
C1 -0.645 4.466 2.677  -0.01
C2 0.435 3.453 2.344  -0.40
C3 0.003 2.075 1.739  -0.11
C4 1.223 1.318 1.307  -0.14
C5 1.951 1.918 0.078  -0.13
C6 2.493 3.276 0.403  -0.40
N1 1.368 4.084 1.198  0.02
O1 1.353 5.253 1.101  0.19
C7 2.815 4.126 -0.813  0.00
C8 3.728 3.167 1.378  0.03
C9 1.236 3.285 3.590  -0.02
H1 -1.236 3.998 3.460  0.10
H2 -1.268 4.713 1.842  0.08
H3 -0.088 5.363 3.015  0.11
H4 -0.716 2.187 0.948  0.08
H5 -0.624 1.626 2.498  0.12
H6 0.934 0.308 0.966  0.11
H7 1.936 1.246 2.154  0.07
H8 1.177 2.111 -0.644  0.09
H9 2.746 1.254 -0.380  0.12
H10 3.447 4.952 -0.558  0.08
H11 1.865 4.414 -1.296  0.10
H12 3.385 3.451 -1.470  0.08
H13 4.257 4.161 1.401  0.11
H14 4.316 2.302 1.015  0.09
H15 3.470 2.889 2.426  0.06
H16 0.509 3.268 4.360  0.09
H17 1.906 4.109 3.708  0.10
H18 1.802 2.390 3.566  0.04
C10 -0.044 -3.012 4.079  0.03
C11 0.964 -2.307 5.071  -0.42
C12 1.864 -3.400 5.702  -0.12
C13 2.961 -3.842 4.708  -0.18
C14 3.733 -2.621 4.422  -0.15
C15 3.020 -1.478 3.685  -0.44
N2 1.753 -1.233 4.367  0.01
O2 1.307 -0.114 4.395  0.19
C16 2.662 -1.900 2.239  0.04
C17 3.880 -0.222 3.774  0.01
C18 0.148 -1.671 6.159  -0.02
H19 0.402 -3.798 3.466  0.09
H20 -0.663 -2.283 3.537  0.07
H21 -0.702 -3.519 4.801  0.10
H22 1.303 -4.267 6.074  0.14
H23 2.391 -2.937 6.569  0.13
H24 2.446 -4.330 3.873  0.11
H25 3.647 -4.558 5.172  0.13
H26 4.559 -2.921 3.720  0.16
H27 4.115 -2.211 5.364  0.14
H28 2.764 -3.008 2.238  0.10
H29 3.295 -1.499 1.468  0.05
H30 1.607 -1.592 2.036  0.08
H31 3.637 0.412 2.942  0.06
H32 4.931 -0.583 3.707  0.12
H33 3.793 0.323 4.741  0.11
H34 0.790 -0.872 6.620  0.12
H35 0.038 -2.459 6.872  0.09
H36 -0.774 -1.242 5.827  0.09
C19 -3.845 1.912 1.719  0.02
C20 -5.095 2.719 1.249  -0.46
C21 -4.971 3.160 -0.240  -0.09
C22 -5.260 2.004 -1.176  -0.15
C23 -6.560 1.264 -0.872  -0.10
C24 -6.622 0.766 0.557  -0.41
N3 -6.218 1.898 1.537  -0.06
O3 -6.958 2.146 2.351  0.25
C25 -5.698 -0.451 0.920  -0.01
C26 -8.037 0.325 1.005  -0.01
C27 -5.277 3.946 2.101  -0.03
H37 -3.780 1.830 2.844  0.12
H38 -2.936 2.554 1.458  0.10
H39 -3.720 0.947 1.161  0.06
H40 -3.984 3.541 -0.408  0.08
H41 -5.568 4.077 -0.459  0.15
H42 -4.471 1.355 -0.913  0.08
H43 -5.100 2.286 -2.245  0.15
H44 -6.765 0.344 -1.432  0.14
H45 -7.426 1.899 -1.069  0.13
H46 -6.214 -1.396 0.813  0.09
H47 -5.372 -0.423 1.998  0.11
H48 -4.729 -0.486 0.320  0.08
H49 -8.099 -0.113 1.992  0.10
H50 -8.335 -0.415 0.228  0.12
H51 -8.566 1.264 0.827  0.09
H52 -4.433 4.620 1.821  0.12
H53 -5.294 3.783 3.199  0.10
H54 -6.198 4.526 1.944  0.10
C28 2.148 -5.000 -0.579  -0.08
C29 0.761 -4.386 -0.365  -0.25
C30 0.274 -3.664 -1.646  -0.20
C31 0.945 -2.247 -1.748  -0.29
P1 0.607 -1.304 -3.181  1.05
C32 1.453 0.272 -3.044  -0.25
C33 1.893 0.839 -4.454  -0.22
C34 2.616 2.178 -4.252  -0.26
C35 3.937 1.982 -3.511  -0.11
C36 1.205 -2.424 -4.596  -0.24
C37 2.670 -2.835 -4.436  -0.25
C38 3.411 -3.199 -5.755  -0.27
C39 4.872 -3.476 -5.474  -0.12
C40 -1.274 -1.084 -3.312  -0.24
C41 -1.723 -0.006 -4.232  -0.26
C42 -2.879 -0.432 -5.130  -0.27
C43 -4.137 -1.039 -4.502  -0.10
H55 2.928 -4.210 -0.703  0.08
H56 2.124 -5.656 -1.386  0.05
H57 2.420 -5.603 0.232  0.05
H58 0.613 -3.798 0.544  0.07
H59 0.006 -5.153 -0.119  0.11
H60 -0.802 -3.477 -1.557  0.10
H61 0.527 -4.268 -2.505  0.09
H62 2.047 -2.353 -1.774  0.07
H63 0.599 -1.636 -0.900  0.08
H64 2.307 0.092 -2.465  0.03
H65 0.769 0.971 -2.547  0.10
H66 1.039 0.966 -5.145  0.10
H67 2.730 0.196 -4.930  0.14
H68 2.036 2.921 -3.746  0.09
H69 2.797 2.505 -5.366  0.14
H70 3.707 1.656 -2.465  0.06
H71 4.441 2.920 -3.510  0.06
H72 4.667 1.315 -3.955  0.08
H73 1.001 -1.966 -5.583  0.09
H74 0.502 -3.326 -4.565  0.11
H75 2.697 -3.818 -3.871  0.13
H76 3.183 -2.040 -3.889  0.08
H77 3.263 -2.461 -6.539  0.10
H78 2.984 -4.024 -6.312  0.10
H79 4.982 -4.362 -4.852  0.07
H80 5.368 -2.685 -4.916  0.07
H81 5.506 -3.656 -6.373  0.09
H82 -1.651 -0.954 -2.253  0.10
H83 -1.559 -2.039 -3.703  0.08
H84 -0.914 0.261 -4.913  0.09
H85 -1.981 0.848 -3.617  0.10
H86 -2.598 -1.089 -5.934  0.10
H87 -3.240 0.458 -5.742  0.13
H88 -4.347 -0.427 -3.554  0.10
H89 -3.904 -2.068 -4.320  0.06
H90 -4.978 -0.988 -5.140  0.05
N4 -1.617 -1.214 1.121  -0.54
O4 -0.438 -1.715 1.087  -0.10
O5 -2.105 -0.982 2.245  -0.05
O6 -2.267 -1.144 0.041  -0.04
N5 -1.317 3.583 -1.105  -0.57
O7 -1.377 2.353 -1.363  -0.04
O8 -2.227 4.400 -1.469  -0.04
O9 -0.362 4.045 -0.522  -0.02
N6 4.373 -1.129 -0.595  -0.56
O10 4.597 0.049 -0.143  -0.08
O11 4.658 -2.051 0.184  -0.05
O12 3.960 -1.323 -1.765  -0.06

strongest force on any atom	6.46	eV/Å
energy	-3264.26942	Ha
total charge	+1
spin multiplicity	1



Formula: C43H91Cl2F9O14Si4
Source: the OMol25 dataset
Level of theory: ωB97M-V with the def2-TZVPD basis set

Last column: Löwdin charge in e.
Cartesian coordinates (Å):
C1 1.587 0.480 -0.271  -0.16
C2 1.591 1.059 1.166  -0.33
Si1 0.224 0.457 2.338  0.43
O1 0.592 -0.946 3.245  -0.36
Si2 1.457 -2.158 2.512  0.48
C3 3.303 -1.748 2.263  -0.19
C4 3.868 -0.872 3.376  -0.35
O2 3.373 -0.743 4.435  0.04
C5 0.667 -2.835 0.937  -0.19
C6 1.545 -3.939 0.337  -0.13
C7 0.962 -4.512 -0.947  -0.49
F1 -0.305 -4.867 -0.684  0.14
F2 0.978 -3.569 -1.878  0.16
C8 1.664 -5.793 -1.435  -0.39
F3 1.320 -6.838 -0.710  0.18
F4 1.186 -6.041 -2.661  0.16
C9 3.217 -5.681 -1.569  -0.37
F5 3.561 -6.272 -2.707  0.17
F6 3.631 -4.430 -1.674  0.18
C10 4.022 -6.412 -0.445  -0.62
F7 3.493 -6.289 0.741  0.21
F8 5.219 -5.854 -0.390  0.18
F9 4.208 -7.653 -0.769  0.23
C11 1.418 -3.651 3.749  -0.70
Cl1 2.992 -3.950 4.565  0.61
C12 0.301 -3.560 4.800  -0.80
C13 -1.084 -3.364 4.196  -0.12
Cl2 0.647 -2.380 6.114  0.62
Si3 -1.859 0.368 1.324  0.47
C14 -1.857 1.430 -0.264  -0.20
C15 -3.158 1.187 2.452  -0.21
C16 -2.485 -1.390 1.004  -0.20
Si4 0.019 2.118 3.926  0.47
C17 1.733 2.203 4.769  -0.21
C18 -1.189 1.627 5.318  -0.20
C19 -0.358 3.817 3.165  -0.21
H1 2.329 -0.302 -0.446  0.06
H2 0.625 0.103 -0.617  0.03
H3 1.852 1.291 -0.952  0.07
H4 1.442 2.140 1.072  0.07
H5 2.584 0.961 1.610  0.06
H6 3.489 -1.195 1.334  0.07
H7 3.873 -2.676 2.179  0.07
H8 4.825 -0.360 3.128  0.13
H9 -0.258 -3.320 1.262  0.07
H10 0.366 -2.076 0.215  0.07
H11 2.570 -3.592 0.211  0.11
H12 1.607 -4.776 1.039  0.11
H13 1.198 -4.551 3.171  0.06
H14 0.286 -4.522 5.309  0.09
H15 -1.149 -4.010 3.316  0.08
H16 -1.332 -2.327 3.998  0.06
H17 -1.801 -3.756 4.918  0.08
H18 -2.883 1.755 -0.459  0.03
H19 -1.290 2.344 -0.074  0.02
H20 -1.504 0.889 -1.139  0.02
H21 -2.939 2.250 2.576  0.02
H22 -4.123 1.117 1.944  0.03
H23 -3.233 0.668 3.405  0.02
H24 -2.021 -1.831 0.119  0.02
H25 -2.373 -2.065 1.852  0.01
H26 -3.557 -1.340 0.783  0.03
H27 2.534 2.314 4.040  0.02
H28 1.869 1.290 5.350  0.02
H29 1.699 3.025 5.489  0.03
H30 -0.770 1.900 6.288  0.03
H31 -1.275 0.537 5.292  0.02
H32 -2.155 2.109 5.189  0.02
H33 -1.231 4.248 3.661  0.02
H34 0.456 4.513 3.383  0.03
H35 -0.487 3.821 2.082  0.01
C20 -8.289 -6.922 1.285  -0.11
O3 -6.964 -6.797 0.817  -0.20
C21 -6.660 -5.473 0.407  -0.20
C22 -5.167 -5.229 0.449  -0.18
O4 -4.665 -4.978 1.756  -0.14
C23 -4.565 -6.093 2.635  -0.18
C24 -3.430 -7.034 2.280  -0.20
O5 -3.804 -7.882 1.208  -0.20
C25 -2.685 -8.402 0.524  -0.11
H36 -9.008 -6.681 0.493  0.09
H37 -8.437 -7.955 1.596  0.09
H38 -8.458 -6.270 2.149  0.09
H39 -7.164 -4.747 1.056  0.13
H40 -7.020 -5.346 -0.623  0.13
H41 -4.965 -4.313 -0.112  0.12
H42 -4.615 -6.033 -0.039  0.12
H43 -5.517 -6.619 2.718  0.12
H44 -4.350 -5.661 3.616  0.12
H45 -3.195 -7.669 3.146  0.13
H46 -2.544 -6.445 2.012  0.12
H47 -2.081 -7.593 0.094  0.08
H48 -3.050 -9.029 -0.287  0.09
H49 -2.066 -9.010 1.194  0.09
C26 8.165 1.725 3.302  -0.11
O6 8.647 0.440 2.977  -0.20
C27 9.957 0.215 3.475  -0.20
C28 10.231 -1.268 3.619  -0.18
O7 9.651 -1.845 4.782  -0.13
C29 8.243 -2.045 4.765  -0.18
C30 7.800 -3.189 3.878  -0.20
O8 7.778 -2.789 2.515  -0.21
C31 7.856 -3.889 1.636  -0.11
H50 8.793 2.503 2.855  0.09
H51 7.155 1.814 2.905  0.08
H52 8.125 1.861 4.389  0.09
H53 10.085 0.702 4.449  0.13
H54 10.670 0.647 2.759  0.13
H55 11.308 -1.395 3.746  0.13
H56 9.946 -1.817 2.720  0.12
H57 7.716 -1.121 4.522  0.12
H58 7.981 -2.304 5.794  0.13
H59 6.781 -3.491 4.159  0.12
H60 8.479 -4.038 4.015  0.13
H61 8.789 -4.445 1.788  0.09
H62 7.845 -3.506 0.616  0.09
H63 6.998 -4.557 1.775  0.08
C32 1.008 0.383 -4.502  -0.11
O9 0.920 1.767 -4.756  -0.20
C33 1.342 2.106 -6.067  -0.20
C34 0.737 3.426 -6.496  -0.18
O10 -0.618 3.324 -6.917  -0.13
C35 -1.595 3.137 -5.899  -0.18
C36 -1.858 4.378 -5.072  -0.21
O11 -0.848 4.551 -4.093  -0.20
C37 -0.759 5.889 -3.653  -0.10
H64 2.046 0.040 -4.578  0.09
H65 0.649 0.207 -3.488  0.08
H66 0.375 -0.180 -5.198  0.09
H67 1.049 1.325 -6.778  0.13
H68 2.437 2.194 -6.060  0.13
H69 1.283 3.770 -7.378  0.13
H70 0.856 4.190 -5.726  0.12
H71 -1.351 2.281 -5.269  0.12
H72 -2.516 2.894 -6.434  0.13
H73 -2.819 4.271 -4.548  0.13
H74 -1.903 5.251 -5.734  0.12
H75 -0.510 6.556 -4.487  0.09
H76 0.041 5.947 -2.916  0.09
H77 -1.698 6.210 -3.189  0.09
C38 -7.952 8.249 -3.573  -0.11
O12 -6.886 8.989 -4.127  -0.20
C39 -5.898 9.315 -3.163  -0.20
C40 -4.567 9.588 -3.830  -0.18
O13 -3.862 8.410 -4.206  -0.13
C41 -4.361 7.704 -5.338  -0.17
C42 -4.088 8.404 -6.653  -0.20
O14 -5.023 9.449 -6.868  -0.20
C43 -4.543 10.414 -7.778  -0.11
H78 -8.468 8.827 -2.799  0.09
H79 -8.653 8.023 -4.374  0.09
H80 -7.589 7.305 -3.150  0.09
H81 -5.781 8.496 -2.443  0.13
H82 -6.228 10.218 -2.631  0.13
H83 -3.924 10.081 -3.097  0.13
H84 -4.673 10.271 -4.674  0.12
H85 -5.418 7.463 -5.216  0.12
H86 -3.814 6.758 -5.346  0.11
H87 -4.194 7.683 -7.475  0.13
H88 -3.066 8.800 -6.647  0.13
H89 -3.626 10.881 -7.401  0.09
H90 -5.306 11.185 -7.881  0.09
H91 -4.355 9.967 -8.760  0.09

strongest force on any atom	2.47	eV/Å
energy	-5723.45147	Ha
total charge	0
spin multiplicity	1



Formula: C43H97N6O10P2S
Source: the OMol25 dataset
Level of theory: ωB97M-V with the def2-TZVPD basis set

Last column: Löwdin charge in e.
Cartesian coordinates (Å):
C1 -4.658 -3.735 3.879  -0.09
O1 -3.859 -4.762 3.316  -0.18
C2 -3.531 -4.522 1.963  -0.25
C3 -4.700 -4.822 1.039  -0.18
C4 -4.480 -4.271 -0.393  -0.18
C5 -4.612 -2.737 -0.392  -0.20
C6 -3.277 -2.046 -0.690  -0.20
C7 -2.968 -2.079 -2.196  -0.19
C8 -2.076 -0.886 -2.632  -0.18
C9 -2.802 0.176 -3.504  -0.17
C10 -2.736 1.633 -2.948  -0.19
C11 -4.072 2.263 -2.475  -0.20
C12 -4.137 2.143 -0.945  -0.16
C13 -5.483 2.354 -0.227  -0.37
O2 -5.114 2.666 1.108  -0.33
P1 -5.488 1.454 2.306  0.53
C14 -3.719 0.702 2.191  -0.28
C15 -2.573 1.721 2.172  -0.25
C16 -2.300 2.287 3.577  -0.22
C17 -0.844 2.153 4.042  -0.21
C18 0.170 2.740 3.032  -0.20
C19 1.194 1.777 2.374  -0.19
C20 1.466 2.136 0.901  -0.20
C21 2.964 2.282 0.587  -0.19
C22 3.876 1.114 0.976  -0.17
C23 3.357 -0.281 0.659  -0.22
O3 3.711 -0.568 -0.685  -0.21
C24 2.701 -0.508 -1.683  -0.08
O4 -6.016 0.348 0.964  -0.36
C25 -6.398 1.121 -0.094  -0.61
P2 -6.691 0.247 -1.677  0.50
S1 -7.715 1.402 -2.920  0.14
H1 -5.683 -4.070 3.988  0.08
H2 -4.230 -3.459 4.834  0.08
H3 -4.658 -2.840 3.271  0.08
H4 -3.180 -3.502 1.827  0.11
H5 -2.709 -5.157 1.680  0.12
H6 -4.901 -5.887 1.019  0.11
H7 -5.586 -4.324 1.416  0.10
H8 -5.205 -4.734 -1.048  0.10
H9 -3.478 -4.552 -0.693  0.10
H10 -5.039 -2.416 0.545  0.10
H11 -5.311 -2.441 -1.166  0.07
H12 -3.351 -1.001 -0.428  0.07
H13 -2.499 -2.542 -0.128  0.10
H14 -2.465 -3.002 -2.462  0.10
H15 -3.923 -2.048 -2.703  0.09
H16 -1.659 -0.375 -1.772  0.09
H17 -1.247 -1.306 -3.194  0.09
H18 -3.832 -0.107 -3.679  0.08
H19 -2.316 0.186 -4.471  0.09
H20 -2.020 1.684 -2.138  0.09
H21 -2.359 2.244 -3.764  0.09
H22 -4.913 1.829 -2.996  0.03
H23 -4.016 3.315 -2.728  0.10
H24 -3.499 2.919 -0.547  0.11
H25 -3.724 1.201 -0.597  0.10
H26 -5.993 3.186 -0.703  0.13
H27 -5.111 2.388 3.331  -0.01
H28 -5.865 0.414 3.253  -0.03
H29 -6.888 1.862 2.305  -0.01
H30 -3.624 0.068 1.329  0.03
H31 -3.539 0.076 3.062  0.06
H32 -1.656 1.215 1.853  0.09
H33 -2.724 2.523 1.464  0.08
H34 -2.944 1.768 4.275  0.08
H35 -2.565 3.339 3.577  0.11
H36 -0.658 1.116 4.300  0.09
H37 -0.751 2.754 4.943  0.09
H38 -0.398 3.181 2.221  0.09
H39 0.721 3.532 3.524  0.10
H40 0.794 0.773 2.435  0.10
H41 2.104 1.792 2.968  0.10
H42 0.982 3.068 0.638  0.10
H43 1.041 1.371 0.259  0.09
H44 3.100 2.580 -0.446  0.08
H45 3.293 3.141 1.171  0.11
H46 4.222 1.185 2.000  0.10
H47 4.774 1.200 0.371  0.10
H48 2.313 -0.440 0.899  0.11
H49 3.910 -0.981 1.284  0.11
H50 1.698 -0.603 -1.291  0.09
H51 2.885 -1.327 -2.377  0.05
H52 2.831 0.410 -2.256  0.08
H53 -7.411 1.486 0.125  0.10
H54 -5.484 -0.094 -2.305  -0.03
H55 -7.458 -0.900 -1.417  -0.01
C26 7.879 4.557 2.062  -0.01
C27 6.887 4.243 3.157  -0.56
O5 6.022 5.026 3.508  0.03
N1 7.001 3.019 3.742  0.00
C28 7.960 1.974 3.440  -0.08
H56 7.673 5.550 1.677  0.08
H57 8.898 4.534 2.451  0.08
H58 7.779 3.839 1.247  0.08
H59 6.319 2.847 4.463  0.14
H60 7.437 1.070 3.123  0.08
H61 8.546 1.737 4.331  0.08
H62 8.634 2.282 2.649  0.07
C29 4.988 -2.871 -4.056  0.00
C30 3.848 -3.623 -3.411  -0.54
O6 2.727 -3.147 -3.330  0.02
N2 4.118 -4.846 -2.895  0.01
C31 5.394 -5.533 -2.862  -0.07
H63 4.615 -1.913 -4.406  0.08
H64 5.787 -2.694 -3.335  0.07
H65 5.383 -3.426 -4.907  0.09
H66 3.317 -5.298 -2.480  0.14
H67 5.325 -6.489 -3.382  0.08
H68 5.663 -5.718 -1.820  0.08
H69 6.169 -4.933 -3.325  0.07
C32 4.613 3.925 -2.567  -0.01
C33 5.836 3.056 -2.720  -0.55
O7 6.667 2.954 -1.831  0.02
N3 5.988 2.387 -3.893  0.01
C34 5.107 2.388 -5.048  -0.08
H70 4.632 4.387 -1.585  0.08
H71 4.613 4.715 -3.319  0.09
H72 3.705 3.328 -2.654  0.08
H73 6.824 1.827 -3.930  0.13
H74 4.758 1.374 -5.250  0.08
H75 5.646 2.750 -5.926  0.08
H76 4.247 3.025 -4.879  0.07
C35 8.614 -4.288 1.151  -0.01
C36 8.557 -3.858 -0.296  -0.56
O8 9.272 -4.361 -1.149  0.02
N4 7.671 -2.883 -0.622  0.01
C37 6.741 -2.174 0.246  -0.06
H77 9.362 -5.067 1.250  0.08
H78 8.893 -3.450 1.790  0.08
H79 7.650 -4.682 1.473  0.08
H80 7.685 -2.644 -1.600  0.13
H81 5.716 -2.328 -0.096  0.07
H82 6.950 -1.104 0.218  0.09
H83 6.824 -2.521 1.269  0.07
C38 -6.960 1.007 -6.104  -0.06
C39 -6.141 0.245 -7.117  -0.55
O9 -5.348 -0.627 -6.802  0.03
N5 -6.313 0.563 -8.435  -0.01
C40 -7.197 1.559 -9.006  -0.09
H84 -6.727 0.657 -5.105  -0.02
H85 -6.732 2.073 -6.156  0.09
H86 -8.025 0.851 -6.281  0.08
H87 -5.738 0.020 -9.059  0.13
H88 -7.903 1.084 -9.691  0.08
H89 -6.618 2.297 -9.565  0.08
H90 -7.755 2.069 -8.229  0.07
C41 -3.399 0.106 8.414  -0.01
C42 -2.387 -0.084 7.308  -0.55
O10 -2.717 -0.203 6.146  0.05
N6 -1.069 -0.116 7.660  0.01
C43 -0.488 0.010 8.982  -0.09
H91 -4.390 0.111 7.972  0.08
H92 -3.339 -0.709 9.137  0.08
H93 -3.238 1.056 8.924  0.08
H94 -0.450 -0.241 6.876  0.13
H95 0.183 0.871 9.014  0.08
H96 0.089 -0.885 9.224  0.08
H97 -1.259 0.141 9.733  0.07

strongest force on any atom	1.57	eV/Å
energy	-3858.43406	Ha
total charge	-1
spin multiplicity	1